1.
This record from the OMol25 dataset describes C37H31BrF6InO3 as an isolated structure in a non-equilibrium geometry. The level of theory is wB97M-V/def2-TZVPD.

The geometry in XYZ format:
```
79
Properties=species:S:1:pos:R:3:forces:R:3:mulliken_charge:R:1
In 10.038 -8.976 -27.707 -0.038 -0.085 0.026 1.000
Br 7.974 -15.872 -17.439 0.005 0.054 -0.160 0.075
O 7.557 -15.387 -23.434 0.187 1.159 -0.413 -0.375
C 7.963 -14.156 -23.775 -0.789 -2.115 -0.800 0.787
O 7.838 -13.689 -24.892 -0.387 0.522 -1.801 -0.416
O 8.526 -13.461 -22.946 1.195 1.652 1.991 -0.395
H 7.799 -15.286 -22.510 -0.189 -1.225 1.155 0.323
F -0.417 -17.894 -25.583 0.580 0.293 -1.138 -0.300
C -0.006 -18.369 -24.414 -0.735 -0.693 1.643 0.530
C 1.344 -18.604 -24.080 -1.242 0.409 -0.677 -0.643
C 1.595 -19.042 -22.805 0.343 -0.228 0.925 -0.128
C 0.584 -19.255 -21.859 1.231 0.354 0.204 -0.628
C -0.702 -19.055 -22.205 -1.886 0.908 -1.565 -0.199
C -1.043 -18.617 -23.515 1.193 -0.582 0.972 -0.477
H 2.136 -18.407 -24.787 -0.012 -0.012 -0.055 0.416
H 2.615 -19.183 -22.480 0.165 -0.035 -0.124 0.331
H 0.792 -19.421 -20.813 0.387 -0.381 -0.060 0.350
H -1.490 -19.117 -21.469 -0.088 -0.239 0.030 0.342
H -2.080 -18.500 -23.795 0.067 0.210 -0.154 0.405
F 0.975 -15.626 -34.980 0.273 0.532 0.410 -0.295
C 1.655 -15.353 -33.840 0.626 0.428 0.723 0.412
C 2.225 -16.411 -33.158 0.706 1.067 2.089 -0.480
C 2.870 -16.088 -31.900 -0.268 -0.437 -0.887 -0.229
C 3.017 -14.790 -31.413 -0.090 -1.091 -0.768 -0.591
C 2.518 -13.774 -32.183 -0.195 0.514 -0.734 -0.145
C 1.837 -14.030 -33.369 -0.457 -0.552 -0.530 -0.509
H 2.168 -17.420 -33.540 -0.040 -0.026 0.121 0.422
H 3.312 -16.851 -31.277 -0.086 -0.462 -0.282 0.327
H 3.573 -14.558 -30.516 -0.065 -0.267 0.124 0.373
H 2.740 -12.765 -31.867 -0.371 0.262 -0.172 0.336
H 1.430 -13.213 -33.947 -0.029 0.031 -0.092 0.378
F 14.036 -14.624 -26.883 -0.719 0.126 0.153 -0.297
C 14.843 -15.518 -26.307 1.623 -1.460 0.725 0.400
C 14.397 -16.598 -25.516 -0.125 0.908 -0.722 -0.471
C 15.331 -17.523 -25.073 -0.284 -0.499 -0.059 -0.256
C 16.666 -17.444 -25.388 0.512 1.032 0.119 -0.501
C 17.135 -16.315 -26.059 -0.895 -0.149 -0.259 -0.354
C 16.209 -15.369 -26.548 0.351 -0.566 0.265 -0.325
H 13.348 -16.732 -25.300 -0.078 0.085 0.001 0.385
H 15.063 -18.398 -24.500 -0.574 0.086 0.080 0.334
H 17.333 -18.207 -25.015 0.154 0.029 -0.105 0.358
H 18.200 -16.235 -26.223 -0.008 0.305 -0.233 0.357
H 16.541 -14.541 -27.158 0.033 0.118 0.031 0.370
F 9.385 -15.183 -31.348 -0.235 -0.814 -0.891 -0.307
C 9.377 -16.391 -32.005 0.443 -1.189 0.273 0.565
C 9.590 -16.546 -33.370 -0.280 2.099 1.200 -0.529
C 9.788 -17.801 -33.851 -0.022 -0.647 -2.468 -0.154
C 9.545 -18.951 -33.176 0.502 -0.370 1.270 -0.664
C 9.219 -18.782 -31.844 -0.303 -1.038 1.163 -0.146
C 9.233 -17.562 -31.233 -0.392 2.772 -0.279 -0.558
H 9.555 -15.707 -34.049 0.407 0.177 0.075 0.371
H 10.060 -17.902 -34.891 0.018 0.162 -0.225 0.319
H 9.757 -19.924 -33.594 -0.349 -0.002 -0.109 0.382
H 8.938 -19.584 -31.177 0.232 -0.513 -0.239 0.344
H 9.030 -17.349 -30.194 -0.025 -0.619 0.243 0.377
F 8.009 -21.739 -25.584 -1.330 1.709 -1.309 -0.284
C 8.596 -22.696 -24.947 0.512 -3.018 1.211 0.282
C 9.345 -22.397 -23.836 1.305 -0.107 0.731 -0.252
C 10.101 -23.395 -23.216 -0.717 -1.754 -0.828 -0.416
C 9.975 -24.748 -23.649 0.626 1.465 -0.391 -0.363
C 9.163 -25.070 -24.744 0.232 1.302 1.628 -0.433
C 8.420 -24.036 -25.331 0.464 -0.719 -0.426 -0.306
H 9.457 -21.387 -23.470 -0.170 0.210 -0.244 0.376
H 10.811 -23.187 -22.429 -0.169 0.249 0.128 0.343
H 10.652 -25.484 -23.243 -0.167 -0.148 0.238 0.341
H 9.124 -26.116 -25.011 -0.360 0.119 -0.467 0.360
H 7.781 -24.377 -26.132 -0.226 0.695 -0.272 0.353
F 3.304 -9.393 -25.908 -1.675 -0.305 0.303 -0.294
C 1.986 -9.588 -25.488 -0.272 -0.708 0.699 0.455
C 1.577 -10.831 -24.942 -0.434 1.441 0.032 -0.458
C 0.261 -10.889 -24.418 2.555 -1.069 0.150 -0.348
C -0.513 -9.781 -24.291 -1.756 -0.979 -0.168 -0.403
C -0.157 -8.592 -24.832 0.924 -0.004 -1.320 -0.283
C 1.084 -8.527 -25.507 -0.019 0.989 0.916 -0.410
H 2.269 -11.646 -24.792 -0.004 -0.091 -0.365 0.379
H -0.075 -11.809 -23.962 0.026 -0.184 -0.138 0.337
H -1.514 -9.979 -23.937 -0.119 0.470 0.408 0.319
H -0.920 -7.827 -24.842 0.495 0.538 -0.070 0.361
H 1.380 -7.539 -25.829 0.303 -0.099 -0.456 0.345
```
Positions in Å, forces in eV/Å.

Values from the calculation:
- frontier orbital gap (eV) = 1.24
- total charge = +1
- ΔE to the lowest compared entry with this formula, charge and spin (kcal/mol) = 126.4
- E_HOMO (eV) = -10.21

---

2.
This record from the OMol25 dataset describes C37H31F5N4O2STi as an isolated structure. The level of theory is wB97M-V/def2-TZVPD.

The geometry in XYZ format:
```
81
Properties=species:S:1:pos:R:3:forces:R:3:mulliken_charge:R:1
Ti -0.763 -1.244 0.044 -0.338 -0.324 -0.742 -1.477
O -0.056 0.460 0.666 0.416 0.161 0.055 -0.326
C 0.638 0.794 1.709 -0.311 0.019 -0.072 0.744
C 1.508 1.910 1.654 -0.005 -0.160 0.162 -0.450
C 2.227 2.292 2.761 0.009 0.029 -0.084 -0.520
C 2.092 1.618 3.985 0.049 0.020 0.048 -0.822
C 1.213 0.564 4.069 -0.056 -0.051 -0.015 -0.519
C 0.491 0.120 2.952 0.186 0.097 -0.031 0.429
C -0.504 -0.917 3.098 -0.069 -0.052 -0.050 -0.347
N -1.022 -1.576 2.124 -0.134 0.160 0.696 0.569
C -2.296 -2.247 2.370 -0.048 0.023 0.007 -0.779
C -3.327 -1.485 1.536 0.010 0.020 -0.066 -0.886
N -2.789 -1.286 0.207 0.139 -0.022 0.132 0.979
C -3.696 -1.001 -0.750 0.096 -0.039 -0.019 -1.000
C -3.401 -0.754 -2.114 -0.030 0.072 -0.114 1.316
C -4.450 -0.456 -3.013 0.036 0.002 0.001 -1.052
C -4.223 -0.187 -4.347 -0.082 -0.008 0.049 -0.622
C -2.920 -0.206 -4.844 0.081 0.004 -0.048 -0.672
C -1.862 -0.499 -3.993 -0.122 -0.039 0.054 -0.752
C -2.070 -0.774 -2.639 -0.001 -0.097 0.146 0.084
O -1.037 -1.064 -1.867 0.173 0.090 -0.304 0.054
H 1.574 2.442 0.714 0.022 0.004 0.010 0.514
H 2.898 3.141 2.687 -0.010 -0.014 0.019 0.413
H 2.650 1.939 4.856 0.001 0.009 -0.021 0.358
H 1.069 0.054 5.018 -0.011 -0.006 -0.014 0.356
H -0.880 -1.092 4.113 -0.045 0.057 0.000 0.135
H -2.562 -2.195 3.432 0.011 -0.088 0.067 0.506
H -2.247 -3.290 2.056 0.120 0.014 -0.072 0.152
H -3.522 -0.518 2.024 -0.032 0.007 -0.002 0.208
H -4.275 -2.040 1.500 -0.009 -0.048 0.083 0.501
H -4.742 -0.932 -0.457 -0.033 -0.010 0.019 0.091
H -5.462 -0.419 -2.621 0.016 -0.001 0.000 0.300
H -5.058 0.054 -4.997 0.021 0.003 -0.009 0.338
H -2.730 0.018 -5.888 0.005 -0.002 0.001 0.375
H -0.839 -0.520 -4.352 -0.023 -0.003 0.000 0.358
C 2.731 -2.408 2.510 -0.016 -0.034 0.067 -0.441
C 3.759 -2.451 1.384 0.012 0.010 -0.019 -1.078
C 3.751 -1.217 0.505 -0.025 0.126 -0.089 1.033
C 4.824 -0.335 0.597 -0.056 -0.087 0.018 -0.954
C 4.860 0.837 -0.141 0.079 0.047 0.023 -1.161
C 3.814 1.132 -0.995 -0.061 0.012 -0.029 -0.283
C 2.715 0.285 -1.123 0.135 0.053 0.037 0.388
C 1.615 0.655 -2.084 -0.026 0.013 0.022 0.926
C 2.091 0.654 -3.536 0.000 -0.020 -0.057 -1.604
C 2.687 -0.889 -0.362 -0.085 -0.032 0.045 -0.445
N 1.536 -1.720 -0.410 -0.039 -0.080 0.027 1.165
C 1.681 -2.933 -0.812 -0.008 -0.095 0.058 -0.090
C 0.616 -3.871 -0.719 0.056 -0.037 -0.026 -0.526
C 0.587 -5.244 -0.984 0.000 0.035 -0.059 -1.071
C -0.720 -5.655 -0.697 0.008 -0.049 -0.002 -0.988
C -1.406 -4.509 -0.278 -0.038 0.135 -0.003 -0.633
N -0.603 -3.436 -0.278 0.025 0.097 0.128 1.356
H 2.813 -3.297 3.141 0.008 0.025 -0.017 0.442
H 1.718 -2.372 2.112 -0.031 0.003 -0.032 -0.261
H 2.871 -1.523 3.132 0.021 0.000 -0.015 0.185
H 3.605 -3.358 0.799 -0.025 0.008 -0.037 0.306
H 4.763 -2.540 1.809 -0.008 0.006 0.018 0.494
H 5.636 -0.574 1.277 -0.011 0.017 -0.018 0.298
H 5.697 1.518 -0.039 -0.026 -0.009 -0.015 0.357
H 3.828 2.051 -1.573 0.010 -0.014 0.012 0.412
H 1.229 1.643 -1.817 0.020 0.022 -0.021 0.421
H 0.771 -0.024 -1.991 0.051 0.017 -0.018 -0.875
H 2.913 1.355 -3.704 0.000 0.000 0.020 0.363
H 1.273 0.928 -4.205 0.011 -0.002 0.038 0.441
H 2.442 -0.341 -3.824 -0.012 0.005 0.004 0.372
H 2.636 -3.276 -1.215 0.077 -0.018 0.001 0.501
H 1.414 -5.843 -1.338 -0.041 0.004 -0.005 0.482
H -1.133 -6.649 -0.788 0.008 -0.012 -0.007 0.419
H -2.449 -4.404 -0.016 -0.002 -0.043 0.002 0.495
F -1.146 8.147 1.010 0.031 0.097 0.017 -0.350
C -1.569 6.905 0.679 -0.006 -0.046 -0.031 0.585
C -1.505 6.455 -0.626 -0.042 -0.058 0.081 0.063
F -1.013 7.277 -1.577 0.040 0.066 -0.080 -0.335
C -1.940 5.186 -0.954 0.025 0.068 0.057 0.275
F -1.840 4.843 -2.247 -0.005 -0.047 -0.090 -0.366
C -2.466 4.274 -0.019 -0.054 -0.237 -0.040 -0.167
S -2.997 2.689 -0.436 -0.006 0.225 0.053 -0.326
C -2.504 4.784 1.293 0.029 0.092 -0.015 0.281
F -2.984 4.029 2.293 -0.053 -0.088 0.083 -0.370
C -2.076 6.049 1.638 0.002 -0.042 -0.086 0.041
F -2.149 6.471 2.918 -0.004 0.041 0.113 -0.338
```
Positions in Å, forces in eV/Å.

Values from the calculation:
- expectation value of S² = 2.03
- frontier orbital gap (alpha / beta) (eV) = 3.96 / 5.50
- total charge = -2
- ΔE to the lowest compared entry with this formula, charge and spin (kcal/mol) = 15.1
- spin multiplicity = 3
- E_HOMO (alpha / beta) (eV) = 0.32 / -1.26

---

| no. | E (eV) |
| --- | --- |
| 1 | -136519.0967 |
| 2 | -96469.8513 |